2 unconnected molecules or ions with the total composition C5H14 at a distorted geometry. Source: OMol25; level of theory: ωB97M-V/def2-TZVPD.

- Energy above the lowest of the compared OMol25 structures with the same formula, charge and spin: 6.85 kcal/mol
- Structure (SMILES): CCC.CC

Bonds (Å) are listed after each position.
Cartesian coordinates (Å):
1 C -0.51060 0.84706 1.61793  C2 1.518, C3 1.511, H4 1.096, H5 1.095
2 C -1.81827 1.41012 1.09271  C1 1.518, H6 1.091, H9 1.096, H10 1.089
3 C -0.35347 -0.62440 1.31098  C1 1.511, H7 1.087, H8 1.094, H11 1.097
4 H 0.35385 1.41208 1.25210  C1 1.096
5 H -0.41610 1.01225 2.69586  C1 1.095
6 H -2.67158 0.96720 1.60868  C2 1.091
7 H 0.00163 -0.92007 0.32721  C3 1.087
8 H 0.33626 -1.11228 2.00681  C3 1.094
9 H -1.94387 1.12848 0.04093  C2 1.096
10 H -1.90315 2.49583 1.09774  C2 1.089
11 H -1.26964 -1.22445 1.37369  C3 1.097
12 C 1.16891 -1.43004 -2.28668  C13 1.545, H14 1.089, H15 1.088, H16 1.088
13 C 1.41816 -0.08711 -1.56458  C12 1.545, H17 1.090, H18 1.089, H19 1.083
14 H 1.25259 -1.29388 -3.36364  C12 1.089
15 H 1.91484 -2.16525 -1.99103  C12 1.088
16 H 0.17259 -1.81775 -2.08562  C12 1.088
17 H 1.88852 0.65284 -2.21191  C13 1.090
18 H 2.09776 -0.24588 -0.72881  C13 1.089
19 H 0.48034 0.32636 -1.21561  C13 1.083


A gas-phase ion, C2H7N2S2 (charge +1) at a distorted geometry. Source: OMol25; level of theory: ωB97M-V/def2-TZVPD.

- Charge: +1
- Energy above the lowest of the compared OMol25 structures with the same formula, charge and spin: 13.34 kcal/mol
- Structure (SMILES): N/C=[NH+]\CSS

Bonds (Å) are listed after each position.
Cartesian coordinates (Å):
1 C -0.26716 -0.47910 -0.86203  N4 1.410, S5 1.806, H7 1.120, H8 1.087
2 C 1.36238 0.06389 0.80965  N3 1.294, N4 1.280, H9 1.081
3 N 1.41609 1.29312 0.40958  C2 1.294, H10 0.992, H11 1.020
4 N 0.53430 -0.74643 0.26644  C1 1.410, C2 1.280, H13 0.957
5 S -1.50105 0.82382 -0.66165  C1 1.806, S6 2.066
6 S -2.67020 -0.30502 0.61475  S5 2.066, H12 1.374
7 H 0.15026 -0.37667 -1.89612  C1 1.120
8 H -0.89588 -1.36354 -0.92768  C1 1.087
9 H 1.87154 -0.12682 1.74434  C2 1.081
10 H 1.02444 1.60931 -0.44560  N3 0.992
11 H 1.95902 2.06705 0.79190  N3 1.020
12 H -3.49818 -0.79158 -0.36840  S6 1.374
13 H 0.51445 -1.66802 0.52480  N4 0.957


Q: Which of these has the highest energy above the lowest of the compared OMol25 structures with the same formula, charge and spin?
A: C2H7N2S2